Density functional theory data (ωB97M-V/def2-TZVPD) for a 6-piece molecular cluster, C32H83N5P overall.

Geometry as XYZ:
```
121
Properties=species:S:1:pos:R:3:forces:R:3:mulliken_charge:R:1
C 0.88470 3.73177 4.15747 -0.0075 -0.0732 -0.2250 -0.66
P 1.47847 4.87069 2.91753 0.0656 -0.5683 -0.1026 0.30
C 2.08813 3.91860 1.51687 -0.0169 0.0150 0.0764 -0.46
H 0.01437 3.22773 3.73252 -0.0665 0.0088 0.1265 0.25
H 1.67016 2.98550 4.28702 0.0002 0.0293 0.1873 0.36
H 0.64678 4.22661 5.09398 -0.0274 -0.0309 0.0188 0.23
H 2.50406 5.65051 3.44248 -0.0565 0.2211 0.0216 0.13
H 0.45360 5.69619 2.47123 0.0049 0.2555 0.1517 0.18
H 1.50224 4.14720 0.62972 0.0917 0.0387 -0.0734 0.37
H 3.14181 4.13510 1.35645 -0.0076 0.0090 -0.1312 0.44
H 1.96914 2.85976 1.74990 0.0133 0.0039 -0.0250 -0.09
C 1.39356 -1.38823 2.99638 0.0290 0.0230 0.0167 -1.56
C 0.68581 -0.20905 2.34758 -0.0146 -0.0129 0.0453 0.12
N 0.05017 -0.54506 1.09079 -0.0219 0.0644 0.0070 0.32
C -0.36988 0.60868 0.32198 0.0366 0.0672 -0.0592 -0.12
C -1.46919 1.50441 0.90787 0.0666 0.1432 -0.0563 -0.94
C -0.88697 -1.65896 1.13349 -0.0787 -0.2307 -0.0011 -0.03
C -2.07536 -1.56432 2.09762 -0.0050 0.0310 -0.0533 -1.22
H 2.09072 -1.84927 2.29672 -0.0162 -0.0127 -0.0153 0.32
H 1.95372 -1.05330 3.87048 0.0018 -0.0037 0.0022 0.46
H 0.69042 -2.14847 3.33441 -0.0101 -0.0008 -0.0014 0.32
H 1.43341 0.56503 2.12603 -0.0128 0.0082 -0.0147 -0.02
H -0.01304 0.23077 3.08269 0.0123 0.0024 -0.0032 0.26
H -0.67849 0.26701 -0.66826 -0.0157 -0.0299 0.0189 -0.06
H 0.52622 1.22059 0.15419 0.0033 -0.0020 0.0163 0.35
H -2.45784 1.05423 0.84764 0.0206 -0.0588 0.0550 0.10
H -1.51494 2.44225 0.34749 -0.0075 -0.0022 -0.0087 0.46
H -1.27058 1.74879 1.95533 -0.0430 -0.0200 0.0162 0.13
H -0.32377 -2.56388 1.37027 0.0518 0.0346 0.0228 0.47
H -1.25432 -1.81445 0.11678 -0.0032 0.0497 -0.0082 -0.37
H -1.77109 -1.22593 3.08989 0.0152 -0.0197 0.0084 0.29
H -2.52666 -2.54998 2.21592 -0.0024 -0.0046 -0.0051 0.44
H -2.85532 -0.89584 1.73517 0.0187 0.0356 0.0248 0.19
C -1.78533 -2.54057 -6.44629 0.0218 0.0041 -0.0130 -1.38
C -0.88341 -2.67965 -5.23009 0.0034 -0.0529 -0.0341 -0.28
N -1.48567 -2.15687 -4.01584 -0.0219 0.0113 0.0488 0.47
C -0.55509 -2.00802 -2.91587 0.1284 0.1176 0.0526 0.08
C 0.08975 -3.26522 -2.32290 0.0461 0.0401 0.1108 -1.02
C -2.78358 -2.70581 -3.66399 -0.2208 -0.0458 -0.0294 -0.18
C -2.90566 -4.22359 -3.47479 -0.0065 0.0269 0.0407 -1.40
H -2.11167 -1.50690 -6.56769 -0.0158 0.0017 0.0160 0.31
H -1.24153 -2.83699 -7.34351 -0.0009 0.0016 -0.0046 0.45
H -2.66941 -3.17509 -6.37790 -0.0036 -0.0041 0.0066 0.26
H 0.03222 -2.10736 -5.40393 0.0177 -0.0094 0.0311 0.45
H -0.57478 -3.73325 -5.13503 -0.0017 0.0079 0.0045 0.23
H -1.07661 -1.46687 -2.11931 -0.0210 -0.0209 -0.0109 -0.43
H 0.24450 -1.33966 -3.25352 0.0024 -0.0294 -0.0540 0.40
H -0.61439 -3.85125 -1.73264 -0.0121 -0.0367 -0.0553 0.20
H 0.90472 -2.97279 -1.65594 -0.0001 0.0028 0.0051 0.51
H 0.51693 -3.90960 -3.09226 -0.0275 -0.0008 -0.0253 0.23
H -3.49848 -2.39965 -4.43200 0.0333 -0.0056 -0.0390 0.43
H -3.11263 -2.19923 -2.75156 0.0342 -0.0139 0.0184 -0.32
H -2.41492 -4.77239 -4.27976 -0.0061 0.0085 -0.0185 0.31
H -3.95899 -4.50985 -3.47966 -0.0025 0.0051 0.0000 0.42
H -2.48327 -4.56105 -2.52932 0.0498 -0.0123 -0.0267 0.28
C 5.78673 7.57200 6.31096 0.0135 -0.0157 -0.0288 -1.51
C 4.35366 7.11039 6.10034 0.0159 0.0433 -0.0200 -0.17
N 3.67540 6.76882 7.33641 -0.0254 0.0146 -0.0696 0.10
C 2.43488 6.05572 7.13859 -0.0393 -0.1008 -0.0146 -0.63
C 1.28730 6.78626 6.42513 -0.0457 -0.1454 -0.0720 -0.93
C 3.66420 7.80514 8.36125 0.0521 0.0836 0.1165 -0.73
C 3.04872 9.16093 7.99717 -0.0223 -0.0322 0.0306 -0.93
H 6.34516 6.83825 6.89203 -0.0085 0.0042 0.0227 0.34
H 6.28166 7.69762 5.34763 0.0028 0.0016 -0.0007 0.44
H 5.83448 8.53018 6.82709 -0.0065 0.0063 0.0031 0.32
H 4.36944 6.20069 5.48591 -0.0237 -0.0104 0.0034 0.28
H 3.81924 7.87713 5.51266 0.0069 -0.0085 0.0021 0.24
H 2.08215 5.70189 8.10996 0.0033 0.0373 0.0185 0.33
H 2.67973 5.14946 6.56629 0.0139 0.0095 -0.0128 0.36
H 0.80295 7.52864 7.05497 0.0601 0.0529 -0.0107 0.27
H 0.51180 6.06506 6.14686 -0.0471 0.0617 0.0429 0.40
H 1.62984 7.28450 5.51408 -0.0066 0.0416 0.0187 0.15
H 4.69466 7.96722 8.68099 0.0189 -0.0142 -0.0433 0.41
H 3.15486 7.39331 9.23503 -0.0284 -0.0199 -0.0214 0.36
H 3.39489 9.51822 7.02594 0.0257 0.0028 0.0045 0.24
H 3.34149 9.90477 8.73864 -0.0051 0.0016 0.0080 0.38
H 1.95975 9.13492 7.98070 0.0017 -0.0092 -0.0459 0.26
C 6.87905 -6.00969 -4.70398 0.0194 -0.0017 0.0218 -1.42
C 5.83540 -5.86378 -3.60751 0.0252 -0.0457 -0.0191 -0.35
N 4.73477 -4.99325 -3.98255 -0.0146 -0.0076 0.0028 0.12
C 3.89428 -4.60697 -2.86594 -0.0280 0.0946 0.0908 -0.75
C 3.09896 -5.69938 -2.14028 -0.0721 0.0676 0.0169 -1.02
C 4.04000 -5.34980 -5.20907 -0.0233 -0.0121 -0.1208 -0.67
C 3.42063 -6.75031 -5.30442 -0.0376 0.0381 -0.0201 -0.97
H 7.23014 -5.03129 -5.03409 -0.0176 0.0069 -0.0137 0.34
H 7.73337 -6.57236 -4.32659 0.0043 0.0003 -0.0011 0.43
H 6.49348 -6.54736 -5.57052 -0.0060 -0.0027 -0.0028 0.29
H 6.30995 -5.41703 -2.72928 -0.0278 -0.0036 0.0227 0.44
H 5.50209 -6.86787 -3.29967 0.0025 0.0085 -0.0006 0.27
H 3.20076 -3.83868 -3.22187 -0.0112 -0.0173 -0.0194 0.39
H 4.53975 -4.10927 -2.13443 0.0378 -0.0368 -0.0089 0.38
H 2.25657 -6.05361 -2.73352 0.0274 -0.0434 -0.0117 0.14
H 2.69169 -5.29557 -1.21057 -0.0063 0.0006 0.0008 0.39
H 3.72047 -6.55617 -1.87889 0.0243 0.0035 -0.0221 0.39
H 4.74058 -5.22876 -6.03818 0.0343 -0.0125 0.0241 0.38
H 3.26477 -4.59683 -5.37520 -0.0144 -0.0008 0.0377 0.32
H 4.10986 -7.52194 -4.95878 0.0182 0.0030 -0.0102 0.26
H 3.17688 -6.97330 -6.34457 -0.0035 0.0050 -0.0029 0.39
H 2.50019 -6.83839 -4.72889 0.0280 -0.0188 0.0426 0.26
C -6.62013 -2.83855 -2.03603 -0.0212 -0.0084 -0.0035 -1.11
C -7.41520 -1.54146 -2.03325 0.0067 -0.0432 -0.0348 -0.41
N -6.72762 -0.45639 -1.35377 -0.0007 -0.0102 0.0069 0.10
C -7.57367 0.69332 -1.08788 -0.0710 0.0582 0.0578 -0.72
C -8.12850 1.47509 -2.28432 0.0097 0.0436 0.0277 -0.97
C -5.39108 -0.16999 -1.84073 0.1473 -0.0326 -0.0191 -0.54
C -5.21481 0.17881 -3.32476 0.1263 0.0616 0.0620 -1.03
H -6.32952 -3.11516 -1.02141 0.0186 0.0126 0.0038 0.32
H -7.22853 -3.64297 -2.45030 -0.0013 -0.0043 0.0030 0.48
H -5.71788 -2.76630 -2.64581 -0.0003 0.0052 -0.0036 -0.02
H -8.35575 -1.70651 -1.50141 -0.0131 0.0289 -0.0047 0.49
H -7.68792 -1.29248 -3.07103 0.0004 0.0012 0.0097 0.26
H -7.01446 1.37651 -0.44178 0.0256 -0.0024 -0.0124 0.35
H -8.41607 0.33746 -0.48723 -0.0037 -0.0351 -0.0263 0.43
H -7.36238 2.07378 -2.77590 0.0114 -0.0361 -0.0228 0.22
H -8.90749 2.15999 -1.94483 -0.0009 0.0013 0.0062 0.40
H -8.57603 0.81533 -3.02805 -0.0010 -0.0129 0.0033 0.28
H -4.76660 -1.04097 -1.62189 -0.0251 -0.0167 -0.0040 0.18
H -4.98198 0.63832 -1.22686 -0.0534 0.0382 -0.0046 0.32
H -5.77527 -0.49626 -3.97270 -0.0030 -0.0185 0.0139 0.23
H -4.15927 0.08608 -3.59161 -0.0052 0.0012 -0.0326 0.36
H -5.51921 1.19985 -3.55012 -0.0765 -0.0276 -0.0199 0.34
```
Forces are in eV/Å.

Computed properties:
LUMO energy	-3.1	eV
gap between HOMO and LUMO	6.12	eV
charge	+1